Record 1
The following is a DFT calculation (the ωB97M-V functional and the def2-TZVPD basis) of a molecular structure, C26H28CdCl3N13O3PS3.

The geometry in XYZ format:
```
78
Properties=species:S:1:pos:R:3:forces:R:3:lowdin_charge:R:1
Cd 0.20072 -0.46820 0.33898 0.01 -0.01 0.22 1.2534
N 0.04295 1.59724 -2.76290 -0.01 -0.03 0.00 0.1076
C -1.13121 1.48131 -2.06962 -0.04 0.06 0.01 -0.7185
N -1.27489 0.68419 -1.04818 0.05 -0.11 -0.05 -0.0305
C -2.54330 0.77710 -0.50361 -0.04 0.02 0.03 -0.3492
C -3.34623 1.68646 -1.10010 0.02 -0.01 0.00 -0.3243
S -2.52526 2.43074 -2.41837 0.03 0.00 0.00 1.1036
C -2.88166 -0.11637 0.60909 -0.03 0.00 0.03 -0.3486
C -4.10671 -0.32584 1.13178 0.02 0.01 -0.03 -0.3273
S -4.03775 -1.53083 2.36281 -0.01 0.00 0.00 1.1055
C -2.34146 -1.70076 2.08908 0.07 -0.14 0.13 -0.7064
N -1.86954 -0.88716 1.17104 0.15 -0.05 -0.09 -0.0339
N -1.60071 -2.59297 2.77799 -0.10 0.09 -0.20 0.1326
H 0.59276 0.75148 -2.79784 0.00 0.00 -0.01 0.0845
H 0.00497 2.08209 -3.64563 0.00 0.01 0.00 0.1026
H -4.36020 1.95512 -0.85766 0.00 0.00 0.00 0.0856
H -5.04249 0.12515 0.84946 0.00 0.00 0.01 0.0858
H -2.05948 -3.32911 3.28727 0.03 0.02 0.05 0.1152
H -0.66302 -2.78593 2.46126 0.11 -0.06 0.09 0.0798
Cl 1.62749 -3.08287 5.80474 -0.15 0.38 0.35 0.7295
C 1.21154 -1.40190 5.54062 0.10 -0.31 0.11 -1.6070
Cl -0.36643 -1.00507 6.24659 -0.06 0.04 -0.01 0.6230
Cl 2.45706 -0.32114 6.17637 0.03 0.08 0.00 0.6473
C 1.11708 -1.17094 4.09257 0.07 -0.03 -0.22 -0.3705
N 1.04080 -0.99071 2.96254 -0.13 -0.04 0.09 0.1625
C 1.10744 4.65720 2.46341 0.00 -0.01 0.01 -0.1791
N 1.85448 3.60014 3.14365 0.00 0.01 -0.02 -0.1448
C 3.23568 3.61192 2.65994 -0.02 0.00 0.01 -0.1747
N 3.34402 3.48236 1.20720 0.03 0.00 -0.01 -0.1462
C 2.55555 4.54261 0.58094 -0.01 -0.01 0.00 -0.1792
N 1.15414 4.56254 1.00390 0.00 0.01 -0.01 -0.1466
C 0.43251 3.39141 0.51800 0.02 0.04 0.01 -0.3308
P 1.16040 1.81979 1.17456 0.01 0.12 0.01 0.9317
C 1.23518 2.29366 2.96564 0.02 -0.01 0.07 -0.3296
C 2.93179 2.16057 0.75054 0.02 0.02 0.00 -0.3255
H 1.54005 5.61561 2.75330 0.00 0.00 0.00 0.1328
H 0.06734 4.63350 2.79348 0.00 0.00 0.00 0.1300
H 3.79259 2.80426 3.13762 0.00 0.00 0.00 0.1323
H 3.68658 4.56191 2.94969 0.00 0.00 0.00 0.1332
H 2.60208 4.43254 -0.50410 0.00 0.00 0.00 0.1292
H 3.00247 5.50022 0.85108 0.00 0.00 0.00 0.1327
H 0.46663 3.37109 -0.57420 0.00 -0.02 -0.01 0.0736
H -0.61816 3.45812 0.81421 0.00 -0.02 0.00 0.0931
H 1.81028 1.54069 3.50838 -0.01 0.01 -0.02 0.0606
H 0.22602 2.30099 3.38512 -0.01 -0.01 -0.02 0.0965
H 3.06503 2.08855 -0.33177 -0.01 0.00 0.00 0.0839
H 3.56552 1.39383 1.20336 -0.01 -0.01 0.01 0.0942
N 4.00833 -2.42458 0.28498 0.30 -0.86 0.25 0.1035
C 4.20355 -1.66247 -0.83327 0.14 0.04 -0.22 -0.0709
C 3.01818 -1.04904 -1.08766 0.03 0.09 0.01 -0.1808
N 2.09608 -1.43400 -0.13048 0.26 -0.29 0.12 -0.0924
C 2.74078 -2.27719 0.67449 -0.09 0.06 0.04 -0.2086
H 4.63298 -3.12997 0.74693 -0.68 0.87 -0.11 0.1578
H 5.15004 -1.61625 -1.34158 -0.02 0.01 -0.02 0.1212
H 2.77633 -0.36178 -1.88085 0.01 0.02 0.01 0.0892
H 2.34250 -2.82370 1.51254 -0.12 0.09 0.16 0.0772
O 4.37852 -3.99757 2.51190 -0.20 -0.25 0.03 -0.3670
S 3.36422 -4.95663 2.99925 0.48 0.46 -0.49 0.4332
O 2.13374 -4.27651 3.38148 -0.06 -0.12 -0.25 -0.4556
O 3.84776 -5.96419 3.89086 -0.06 -0.08 0.14 -0.2966
C 2.95117 -5.73976 1.41801 0.05 -0.16 0.12 -0.3553
N 3.70794 -6.71966 0.94122 0.03 -0.02 0.01 0.1400
C 3.46191 -7.09123 -0.30983 -0.05 0.03 -0.05 -0.0895
C 2.50523 -6.46993 -1.10996 0.11 0.01 0.05 0.0216
C 1.77028 -5.47548 -0.49397 -0.10 -0.11 -0.14 -0.2379
N 1.96655 -5.13843 0.77553 -0.02 0.02 0.03 0.1410
C 0.73050 -4.62410 -1.11515 -0.02 0.11 -0.12 -0.1594
C -0.45293 -4.41867 -0.41496 0.01 0.01 0.09 -0.0103
C -1.29996 -3.41274 -0.82546 -0.15 0.06 0.00 -0.1715
N -1.03918 -2.59830 -1.85096 0.01 0.04 -0.24 0.0404
C 0.05557 -2.85706 -2.56370 -0.02 0.04 0.07 -0.1649
C 0.96312 -3.85856 -2.24671 0.02 -0.07 0.02 -0.0114
H 4.06223 -7.90767 -0.69545 0.00 0.00 -0.01 0.1174
H 2.34609 -6.75421 -2.14052 -0.01 -0.03 0.01 0.1168
H -0.67031 -5.00573 0.46768 0.00 -0.01 -0.02 0.1212
H -2.23070 -3.22998 -0.29999 -0.01 0.01 0.01 0.0981
H 0.23787 -2.20986 -3.41630 -0.01 -0.01 -0.01 0.1028
H 1.87042 -3.97898 -2.82461 0.00 -0.01 -0.02 0.1212
```
Forces are in eV/Å.

Computed properties:
* molecular weight: 916.54 g mol⁻¹
* Kohn-Sham gap: 8.2 eV
* strongest force on any atom: 1.113 eV/Å
* ΔE to the lowest compared entry with this formula, charge and spin: 19.79 kcal/mol
* charge: +1
* E: -5029.21212 Ha
* HOMO: -10.800 eV

---

Record 2
The following is a DFT calculation (the ωB97M-V functional and the def2-TZVPD basis) of a molecular structure, C2H2F2KLiO.

The geometry in XYZ format:
```
9
Properties=species:S:1:pos:R:3:forces:R:3:nbo_charge:R:1
F -2.16097 0.08171 1.07980 -1.83 1.76 -0.32 -0.4213
O 0.23532 -1.67055 0.05864 2.58 0.52 0.54 -0.4798
C 0.05613 -0.90355 1.06822 -4.47 -5.71 -2.06 0.3744
C -1.29798 -0.80208 0.47084 2.39 0.99 4.17 0.4400
Li -3.91317 0.91555 0.83018 0.02 0.06 0.13 0.9938
H 0.26738 -1.18787 2.10561 1.46 1.43 0.10 0.2697
H -1.94446 -1.68853 0.41408 0.67 0.01 -1.45 0.2427
F -0.27694 0.49493 0.00634 -0.88 1.00 -1.04 -0.4178
K 2.10180 0.28519 -1.83143 0.06 -0.07 -0.07 0.9981
```
Forces are in eV/Å.

Computed properties:
* molecular weight: 126.07 g mol⁻¹
* Kohn-Sham gap: 9.7 eV
* strongest force on any atom: 7.538 eV/Å
* ΔE to the lowest compared entry with this formula, charge and spin: 107.87 kcal/mol
* charge: +2
* E: -959.11155 Ha
* HOMO: -18.197 eV